# 1
{
  "formula": "C20H14Cl24O3",
  "method": "the ωB97M-V functional and the def2-TZVPD basis",
  "symbols": ["O", "C", "C", "C", "C", "C", "C", "C", "O", "C", "O", "C", "C", "C", "C", "C", "C", "H", "H", "H", "H", "H", "H", "H", "H", "H", "H", "H", "H", "H", "H", "Cl", "C", "Cl", "Cl", "Cl", "Cl", "C", "Cl", "Cl", "Cl", "Cl", "C", "Cl", "Cl", "Cl", "Cl", "C", "Cl", "Cl", "Cl", "Cl", "C", "Cl", "Cl", "Cl", "Cl", "C", "Cl", "Cl", "Cl"],
  "coordinates": [[3.358938, -0.404139, 0.615191], [2.927787, 0.295104, -0.268363], [1.544197, 0.200305, -0.779367], [1.308688, 0.526217, -2.056080], [-0.068140, 0.504560, -2.648707], [-0.548415, 1.966229, -2.846570], [-2.059164, 2.131796, -2.611628], [-2.308726, 2.708321, -1.239165], [-3.721104, 2.823395, -1.047974], [2.420549, 0.971081, -2.941866], [2.414593, 0.771799, -4.128757], [3.523340, 1.683405, -2.246862], [4.271989, 2.671147, -2.869280], [5.294616, 3.301391, -2.159038], [5.538127, 2.940967, -0.837082], [4.783453, 1.968466, -0.196757], [3.775108, 1.338454, -0.916494], [0.727603, -0.125237, -0.152136], [-0.732908, -0.036559, -1.980349], [-0.009899, -0.001381, -3.609818], [-0.011300, 2.570730, -2.112787], [-0.222200, 2.293922, -3.830559], [-2.437040, 2.865594, -3.320488], [-2.560564, 1.176316, -2.736891], [-1.856520, 3.696922, -1.141413], [-1.900846, 2.069687, -0.448790], [-3.941264, 2.536777, -0.158813], [4.078452, 2.954271, -3.894492], [5.894277, 4.081908, -2.601362], [6.319596, 3.407380, -0.256212], [4.957614, 1.664359, 0.823946], [-5.160832, 1.114574, 1.648616], [-4.630353, -0.540012, 1.297636], [-3.719748, -1.161911, 2.675984], [-6.040678, -1.561685, 1.006761], [-3.598862, -0.536257, -0.138136], [-10.545938, -4.969567, 0.668098], [-8.901988, -4.626894, 0.124501], [-8.693601, -5.186315, -1.538171], [-8.625070, -2.880515, 0.195017], [-7.729829, -5.438109, 1.170511], [9.157165, 3.106717, 0.233785], [9.452266, 1.406914, -0.162510], [10.322477, 0.640719, 1.166926], [7.915549, 0.571170, -0.411872], [10.419500, 1.311255, -1.637285], [-6.151986, 4.153041, 4.967949], [-4.508245, 4.521363, 4.438901], [-4.295409, 3.974235, 2.770588], [-4.233831, 6.262844, 4.527338], [-3.351624, 3.686230, 5.479142], [8.880034, -1.828128, 4.916027], [10.103756, -2.418635, 3.788766], [10.664946, -4.011002, 4.306637], [9.408170, -2.535681, 2.171727], [11.472676, -1.294967, 3.768946], [-9.198403, -8.255097, 0.310930], [-9.744386, -9.486365, 1.450337], [-10.381915, -8.696988, 2.897798], [-11.013530, -10.464857, 0.706170], [-8.385438, -10.523521, 1.895690]],
  "forces_ev_per_a": [[0.0, -0.2, 0.5], [-0.1, 0.1, 0.0], [0.1, 0.3, -0.7], [-0.7, -0.4, 0.4], [0.5, 0.4, -0.1], [0.1, -0.6, 0.2], [0.9, 0.6, -0.2], [-0.7, -0.3, 0.4], [0.0, 0.1, 0.0], [0.3, 0.2, 0.5], [-0.2, 0.1, -0.6], [0.1, 0.1, 0.2], [0.5, 0.1, 0.1], [-0.3, -0.3, 0.4], [0.0, 0.0, 0.3], [-0.3, -0.3, -0.7], [0.1, 0.2, 0.0], [0.2, -0.3, 0.3], [-0.1, -0.1, 0.0], [-0.2, -0.1, -0.1], [0.0, 0.2, 0.0], [-0.1, 0.1, -0.1], [-0.3, -0.2, -0.2], [-0.3, 0.0, -0.1], [0.2, 0.0, -0.1], [0.2, -0.1, -0.1], [0.0, 0.0, 0.0], [-0.1, -0.1, -0.1], [0.0, 0.0, -0.2], [0.1, 0.2, -0.2], [0.1, 0.1, 0.1], [0.0, -0.2, 0.0], [0.0, -0.1, 0.0], [0.0, 0.0, 0.0], [0.3, 0.1, 0.1], [0.0, 0.0, 0.0], [0.0, 0.0, 0.0], [0.0, 0.0, 0.1], [0.0, 0.0, 0.0], [-0.3, -0.1, -0.1], [0.0, 0.2, 0.0], [0.0, 0.0, 0.0], [0.0, -0.1, 0.0], [0.0, 0.1, 0.0], [0.1, 0.0, 0.0], [0.0, 0.0, 0.0], [0.0, 0.0, 0.0], [0.0, 0.0, 0.0], [0.1, 0.2, 0.0], [0.0, 0.0, 0.0], [0.0, 0.0, 0.0], [0.0, 0.0, 0.0], [0.0, 0.0, 0.0], [0.0, 0.0, 0.0], [0.0, -0.1, 0.0], [0.0, 0.0, 0.0], [-0.1, -0.3, -0.1], [0.0, 0.0, 0.0], [0.0, 0.0, 0.0], [0.0, 0.0, 0.0], [0.0, 0.0, 0.0]],
  "homo_ev": -9.752,
  "smiles": "O=C1C=C(CCCCO)C(=O)c2ccccc21.ClC(Cl)(Cl)Cl.ClC(Cl)(Cl)Cl.ClC(Cl)(Cl)Cl.ClC(Cl)(Cl)Cl.ClC(Cl)(Cl)Cl.ClC(Cl)(Cl)Cl",
  "charge": 0,
  "gap_ev": 8.923,
  "energy_ha": -12040.73674
}

# 2
{
  "formula": "C2H4P2",
  "method": "the ωB97M-V functional and the def2-TZVPD basis",
  "symbols": ["H", "P", "C", "C", "P", "H", "H", "H"],
  "coordinates": [[0.427647, 2.480408, 1.774231], [-0.472129, 1.397648, 1.704249], [0.203834, 0.754136, 0.326446], [-0.262875, -0.702009, -0.390593], [0.579616, -1.495780, -1.586695], [-0.349640, -2.554630, -1.686671], [1.066899, 1.162749, -0.180030], [-1.193353, -1.042521, 0.039063]],
  "forces_ev_per_a": [[0.1, 0.2, 0.0], [-0.1, -0.4, -0.3], [-0.5, -3.6, -1.9], [0.7, 3.6, 1.9], [0.0, 0.4, 0.3], [0.0, -0.2, -0.1], [0.1, 0.2, 0.0], [-0.1, -0.2, 0.0]],
  "homo_ev": -9.114,
  "smiles": "[H]/P=C/C=P/[H]",
  "charge": 0,
  "gap_ev": 8.488,
  "energy_ha": -761.20164,
  "e_above_lowest_kj_mol": 139.8
}

# 3
{
  "formula": "C3HO3",
  "method": "the ωB97M-V functional and the def2-TZVPD basis",
  "symbols": ["C", "C", "C", "O", "O", "O", "H"],
  "coordinates": [[-0.748232, -0.071822, 0.259739], [-0.531412, -1.201628, -0.205628], [0.658199, 0.722964, 0.021924], [1.018335, 1.165969, 1.110954], [0.935857, 0.846158, -1.174052], [0.170922, -2.046958, -0.666887], [-1.503668, 0.585319, 0.653949]],
  "forces_ev_per_a": [[2.7, 8.3, 1.3], [-3.2, -8.6, -1.6], [-2.9, 0.9, 0.1], [1.5, 0.3, 0.4], [0.8, 0.1, 0.4], [1.6, -0.4, -0.6], [-0.6, -0.6, 0.1]],
  "homo_ev": [-1.032, -4.458],
  "charge": -1,
  "gap_ev": [5.443, 6.937],
  "energy_ha": -340.54143,
  "e_above_lowest_kj_mol": 0.0,
  "s2": 2.01,
  "multiplicity": 3
}